Record 1
C37H46Ge2MnN2S2 as an isolated structure, computed with the ωB97M-V functional and the def2-TZVPD basis.

The geometry in ORCA input format:
```
! RIJCOSX wB97M-V def2-TZVPD def2/J DEFGRID3
* xyz -1 5
Mn -0.00795 -0.82883 -0.32108
C 1.28265 -0.34183 -3.02928
N 1.95535 -0.60613 -1.74428
C 2.49925 -1.97223 -1.77218
C 2.82315 -2.49103 -0.36898
N 1.64055 -2.43493 0.49402
C 1.91165 -1.94503 1.85912
C 0.91515 -3.69383 0.50792
C 1.39915 -4.77993 1.22272
C 0.68345 -5.96153 1.32082
C -0.53685 -6.07683 0.67112
C -1.00345 -5.03713 -0.09498
C -0.29315 -3.83363 -0.20588
S -0.93165 -2.64303 -1.28508
C 2.99105 0.38907 -1.53838
C 3.94005 0.58547 -2.53758
C 4.90055 1.57397 -2.46918
C 4.90205 2.43637 -1.37918
C 3.99065 2.24517 -0.37288
C 3.04155 1.21207 -0.40248
S 2.08165 1.20447 1.08732
H 1.89045 -0.67333 -3.88258
H 1.09045 0.72747 -3.12268
H 0.32875 -0.87723 -3.05288
H 3.41515 -2.01653 -2.38588
H 1.74955 -2.62563 -2.23258
H 3.61125 -1.86283 0.05772
H 3.20595 -3.52013 -0.45748
H 1.97705 -2.78333 2.55732
H -0.16665 -1.58483 2.08122
H 2.84905 -1.38313 1.88212
H 2.36545 -4.70943 1.71092
H 1.07685 -6.78683 1.89682
H -1.11745 -6.98493 0.75432
H -1.93805 -5.11673 -0.63278
H 3.93335 -0.05493 -3.40838
H 5.63255 1.67977 -3.25468
H 5.62035 3.24077 -1.31758
H 3.98655 2.87987 0.49942
C -1.84345 1.41967 -4.57728
Ge -1.58745 2.50497 -2.90668
C 0.09485 3.53907 -3.28108
C -3.04045 3.90147 -3.07658
Ge -1.22435 1.09517 -0.86758
C -1.54685 2.52817 0.49852
C -1.23905 3.86517 0.28732
C -1.38385 4.80657 1.29042
C -1.83475 4.42927 2.54362
C -2.14315 3.09987 2.77802
C -2.00765 2.17347 1.76122
C -2.98845 0.16167 -0.69138
C -3.06885 -0.85803 0.25372
C -4.17285 -1.68333 0.33972
C -5.23245 -1.50343 -0.53408
C -5.18025 -0.48523 -1.47018
C -4.06995 0.33787 -1.54108
H -1.72755 2.03607 -5.46528
H -2.83495 0.97707 -4.59938
H -1.11985 0.61207 -4.62608
H 0.16715 3.82507 -4.32668
H 0.97205 2.95057 -3.02538
H 0.13695 4.44567 -2.68588
H -2.86755 4.48987 -3.97418
H -3.04975 4.56807 -2.22098
H -4.01935 3.43927 -3.15728
H -0.87785 4.17257 -0.68508
H -1.14535 5.84457 1.09772
H -1.94735 5.16737 3.32892
H -2.47985 2.78627 3.75932
H -2.26205 1.13617 1.94032
H -2.21525 -1.02693 0.92182
H -4.19655 -2.48403 1.06892
H -6.09035 -2.16153 -0.48808
H -6.00325 -0.34153 -2.15878
H -4.02785 1.12727 -2.28178
C -0.73855 -0.41633 4.18652
C 0.72235 -0.52363 3.73182
C 1.37105 0.84757 3.93922
C 1.42615 -1.53653 4.64562
C 0.76055 -0.98363 2.23302
C 0.74605 0.09197 1.14872
H -0.78535 -0.00623 5.19462
H -1.22565 -1.39083 4.19192
H -1.28645 0.24737 3.52682
H 1.27755 1.13697 4.98592
H 0.87385 1.59997 3.32872
H 2.42585 0.83337 3.67322
H 1.29535 -1.23533 5.68422
H 2.49315 -1.57543 4.43702
H 1.00605 -2.53473 4.52952
*
```

Properties
HOMO energy (spin up / spin down)   -2.70 / -3.09 eV
Max |F|   0.054 hartree/bohr
E_tot   -7648.1983 a.u.
Expectation value of S²   6.191

***

Record 2
C37H47BrCl3N9O6SSn as an isolated structure, computed with the ωB97M-V functional and the def2-TZVPD basis.

The geometry in ORCA input format:
```
! RIJCOSX wB97M-V def2-TZVPD def2/J DEFGRID3
* xyz 2 1
Sn 0.19607 0.30174 0.42908
C -0.33785 0.90036 -8.32009
O -0.68410 0.53448 -6.99019
C -1.76238 -0.27266 -6.82267
C -2.58253 -0.73960 -7.83853
C -3.66247 -1.55727 -7.53501
C -3.91352 -1.93678 -6.22763
C -3.08982 -1.48791 -5.20669
C -2.02266 -0.64506 -5.49440
N -1.09966 -0.20727 -4.52035
C -1.33238 0.11516 -3.22332
N -2.62927 0.39259 -2.90109
C -3.13086 0.39660 -1.62694
C -2.46020 0.24915 -0.44942
C -2.97708 0.03068 0.78905
C -4.36935 0.04122 0.85599
C -5.14523 0.29013 -0.26893
C -4.55564 0.48748 -1.50133
O -5.18206 0.66756 -2.66712
C -6.58937 0.41662 -2.72907
N -0.41481 0.23169 -2.33006
C 0.91454 -0.00937 -2.72279
C 1.49060 -1.26690 -2.57394
C 2.74941 -1.53199 -3.08853
C 3.44524 -0.53354 -3.75011
C 2.90321 0.74094 -3.88161
C 1.64086 1.01248 -3.37430
O 1.00314 2.20587 -3.50881
C 1.63577 3.18713 -4.31758
H 0.51487 1.56780 -8.23623
H -1.15522 1.43031 -8.81279
H -0.06108 0.02250 -8.90690
H -2.38931 -0.47431 -8.86789
H -4.30462 -1.90157 -8.33368
H -4.73576 -2.60221 -6.00384
H -3.25009 -1.82963 -4.19220
H -0.15549 -0.07260 -4.85147
H -3.31944 0.38061 -3.64118
H -2.37676 -0.11567 1.67705
H -4.84149 -0.11069 1.81723
H -6.22116 0.32238 -0.17084
H -6.84754 0.45290 -3.78232
H -7.14442 1.18597 -2.19096
H -6.83102 -0.56586 -2.32149
H 0.92335 -2.04359 -2.07368
H 3.16969 -2.52525 -3.00210
H 4.42000 -0.73754 -4.17494
H 3.47323 1.50404 -4.39327
H 0.93661 4.01580 -4.39258
H 1.84321 2.79976 -5.31726
H 2.56704 3.54043 -3.86648
C 0.21401 6.25845 -0.05034
N -0.06572 4.92283 -0.56879
C -0.86337 4.82839 -1.78408
C 0.34820 3.79330 0.04885
N -0.02971 2.60041 -0.27175
N 1.24920 3.99593 1.08203
C 1.78334 3.06582 1.94570
N 2.80595 3.54608 2.70648
N 1.36111 1.85268 2.01107
H -0.49509 6.95414 -0.48829
H 1.22235 6.59248 -0.31448
H 0.07848 6.30284 1.03073
H -0.72134 5.73549 -2.36559
H -1.92790 4.71297 -1.56196
H -0.53384 3.98555 -2.39150
H -0.66903 2.58156 -1.05598
H 1.62999 4.92299 1.15364
H 2.99222 4.53112 2.79020
H 3.11384 2.98749 3.48354
H 1.87591 1.31480 2.70101
Br -0.87617 2.11765 6.24950
C -0.47213 0.58297 5.22000
C 0.09792 -0.54133 5.79776
C 0.40274 -1.61614 4.97637
C 0.15200 -1.51380 3.61662
N -0.40013 -0.43055 3.07147
C -0.72092 0.59451 3.85826
H 0.30597 -0.57080 6.85851
H 0.83870 -2.51556 5.38734
H 0.38780 -2.32248 2.93338
H -1.17674 1.45364 3.37913
Cl -1.78974 -5.55140 -0.46173
C -1.88082 -3.82230 -0.21303
Cl -2.68844 -3.05825 -1.60049
Cl -2.80210 -3.46348 1.26292
C -0.42563 -3.17150 -0.06913
O 0.53590 -3.89825 -0.18457
O -0.48656 -1.91959 0.14135
C 4.63042 2.23319 -0.66858
C 4.99042 0.76003 -0.55832
S 3.86647 -0.03052 0.63039
O 2.50608 0.10319 -0.02704
C 4.33330 -1.78653 0.39369
C 4.73030 -2.39311 1.73334
H 5.30062 2.73377 -1.36599
H 4.71591 2.72492 0.30269
H 3.60552 2.34342 -1.02785
H 6.00129 0.61630 -0.17247
H 4.86822 0.24574 -1.50970
H 5.14931 -1.84326 -0.32523
H 3.43830 -2.25349 -0.01794
H 5.58715 -1.87287 2.16256
H 5.00186 -3.43927 1.60229
H 3.90603 -2.34078 2.44533
*
```

Properties
HOMO energy (spin up / spin down)   -12.11 / -12.12 eV
Max |F|   0.030 hartree/bohr
E_tot   -6948.8959 a.u.

***

What energy above the lowest of the compared OMol25 structures with the same formula, charge and spin values result from the calculations? In sequence: 30.0, 10.1 kcal/mol.